[1]
The following is a DFT calculation (wB97M-V/def2-TZVPD) of C27H57O25S7 as an isolated structure in a non-equilibrium geometry.

The geometry in XYZ format:
```
116
Properties=species:S:1:pos:R:3:forces:R:3:mulliken_charge:R:1
C 27.4868 27.0905 17.6062 1.33 0.20 0.15 -0.002
C 26.4498 26.0303 18.0236 0.29 -0.03 -1.11 3.546
C 27.0276 25.3889 19.3046 -0.34 -1.33 -0.07 0.441
O 25.1842 26.4597 18.0435 0.03 0.02 0.63 -1.032
H 27.4757 27.4347 16.5685 -0.73 0.20 0.09 0.032
H 28.5263 26.7155 17.7000 -0.19 -0.34 0.02 -0.075
H 27.4955 27.9283 18.3124 -0.51 0.20 -0.27 -0.341
H 26.5629 25.2251 17.2232 0.32 -0.10 0.16 -2.157
H 28.1048 25.1844 19.2395 0.07 0.47 0.05 -0.339
H 26.6213 24.3737 19.4188 -0.38 0.20 0.20 0.349
H 26.7893 25.9555 20.2001 0.19 0.17 -0.05 -1.326
C 25.0958 25.4690 14.7550 -0.23 0.71 0.35 0.145
C 24.3088 25.8748 13.5022 -0.41 0.31 -0.25 -0.386
O 25.0344 25.3047 12.4013 0.18 0.13 -0.62 -0.427
S 26.5833 25.3654 12.7562 -0.91 -0.56 0.41 1.097
O 27.0602 26.7021 12.6273 0.05 0.25 0.32 -0.564
O 27.2593 24.3344 12.0618 0.15 -0.24 -0.04 -0.613
O 26.3532 24.9413 14.2649 0.63 0.02 -0.30 0.013
H 24.5472 24.7006 15.2870 0.44 -0.24 0.12 0.171
H 25.3162 26.3010 15.4252 -0.19 -0.07 0.14 -0.052
H 24.2008 26.9484 13.3366 0.34 0.03 0.21 0.251
H 23.3034 25.4621 13.4734 0.12 -0.26 0.04 0.318
C 30.3985 23.0752 18.7732 -0.75 0.63 0.06 0.491
C 30.6249 23.2811 20.2536 0.71 -1.19 0.29 -0.387
O 29.5564 22.5406 20.8841 -0.36 0.44 0.16 -0.164
S 29.0323 21.3596 19.9703 0.07 0.69 -0.32 1.057
O 27.6485 21.5611 19.7472 -0.44 -0.22 0.07 -0.448
O 29.5084 20.1078 20.4374 0.14 -0.18 0.06 -0.658
O 29.8244 21.7626 18.6472 0.57 -0.52 0.24 -0.378
H 31.3134 23.1651 18.1989 -0.07 -0.20 -0.18 0.286
H 29.6176 23.7514 18.4202 0.33 0.28 -0.16 -0.357
H 30.6768 24.3218 20.5568 -0.48 0.00 0.11 0.258
H 31.5155 22.7580 20.6138 0.30 0.33 -0.31 0.407
C 30.9321 26.6307 13.7493 0.09 0.43 0.10 -0.468
C 29.9750 26.8020 14.9356 0.17 0.65 -1.60 0.317
O 30.8443 26.4876 16.0255 -0.25 -0.39 0.67 -0.017
S 31.5226 25.1041 15.6279 0.30 0.72 -0.53 1.113
O 30.5665 24.0634 15.6938 -0.33 -0.42 -0.02 -0.490
O 32.7710 24.9718 16.2770 0.19 0.03 0.31 -0.606
O 31.7824 25.5222 14.1089 -0.14 -0.46 -0.11 -0.411
H 31.5906 27.4986 13.6718 -0.03 0.00 0.02 0.314
H 30.4461 26.4852 12.7879 -0.07 -0.41 0.10 0.346
H 29.1094 26.1492 14.8344 0.03 -0.12 0.51 -0.044
H 29.6678 27.8432 14.9534 -0.15 -0.05 0.61 -0.031
O 24.2696 22.2935 15.4323 0.02 0.06 -0.43 -0.681
S 24.9596 21.9034 16.6239 0.35 -0.34 0.55 1.289
O 24.4333 22.2708 17.8861 -0.07 0.17 0.40 -0.638
O 25.0594 20.2948 16.6788 -0.71 0.41 -0.48 -0.261
C 24.8506 19.5510 15.4719 0.91 -0.70 -0.52 -0.170
C 23.9658 18.3579 15.7474 0.09 -0.03 0.67 -1.248
C 26.6864 22.2609 16.5468 0.04 -0.15 -0.58 -0.369
H 25.8441 19.2010 15.1668 -0.04 -0.08 0.04 0.274
H 24.4943 20.1511 14.6366 -0.25 0.31 0.34 0.345
H 24.2674 17.9093 16.6974 0.03 0.03 -0.02 0.298
H 24.1072 17.5845 14.9939 -0.22 0.14 -0.21 0.374
H 22.9203 18.6424 15.8587 -0.04 -0.05 -0.22 0.287
H 26.8986 23.2939 16.8189 -0.18 -0.02 0.27 -0.356
H 27.0235 22.1049 15.5208 -0.11 -0.05 -0.02 0.378
H 27.1454 21.5165 17.1902 0.15 0.30 0.26 0.411
O 25.0055 29.3767 20.0233 0.34 0.25 -0.12 -0.663
S 25.7318 28.8485 21.1327 -1.84 -0.18 -0.51 1.217
O 27.1545 28.8350 21.1665 0.27 0.02 0.23 -0.577
O 25.2562 29.6928 22.4135 0.43 -0.39 0.21 -0.345
C 23.8356 29.9483 22.5519 0.69 0.48 0.28 -0.394
C 23.4055 29.4951 23.9271 0.15 -0.16 0.08 -1.043
C 25.0397 27.2471 21.5107 1.13 -0.38 0.14 -0.153
H 23.2673 29.4787 21.7519 0.06 0.01 -0.06 0.398
H 23.7913 31.0328 22.4569 -0.49 -0.01 -0.09 0.361
H 24.0112 29.9512 24.7106 -0.03 0.22 -0.10 0.292
H 23.5580 28.4206 24.0407 -0.25 -0.03 -0.07 0.286
H 22.3580 29.7500 24.0892 -0.02 -0.10 0.06 0.334
H 24.2570 27.3265 22.2570 -0.22 0.12 -0.22 0.410
H 25.8751 26.7044 21.9551 -0.17 -0.07 0.21 -0.367
H 24.7701 26.7136 20.5938 -0.19 0.41 -0.19 0.189
O 32.5082 26.3057 20.2291 0.10 -0.67 -0.22 -0.414
S 33.2975 27.4944 20.2561 -0.43 1.19 0.44 1.086
O 34.4702 27.6431 19.4577 0.22 -0.35 -0.22 -0.657
O 32.3355 28.7221 19.9808 0.16 -0.11 0.11 -0.248
C 31.5003 28.6423 18.7920 -1.15 -0.07 0.53 -0.137
C 30.0530 28.9091 19.1818 0.70 0.92 -0.53 -0.159
C 33.6955 27.8844 21.9360 0.09 0.18 0.02 -0.976
H 31.5177 27.6326 18.3858 0.52 0.15 -0.33 0.184
H 31.8413 29.4264 18.1209 0.27 -0.31 -0.25 0.214
H 29.9721 29.9078 19.6209 -0.04 -0.18 0.34 0.309
H 29.6449 28.1496 19.8389 -0.18 0.00 -0.07 0.152
H 29.5162 28.9901 18.2336 -0.33 -0.42 0.16 -0.242
H 34.7456 27.6333 22.0627 -0.09 -0.27 0.20 0.330
H 33.0139 27.3372 22.5793 0.16 -0.14 0.06 0.300
H 33.5784 28.9482 22.1249 -0.04 0.05 -0.25 0.346
O 28.3435 29.7386 15.6022 0.45 -0.10 -0.11 -0.580
S 27.2651 30.6349 15.8805 0.15 0.18 -0.63 1.152
O 26.0745 30.1709 16.4700 -0.59 0.01 0.41 -0.609
O 27.8213 31.8373 16.7669 -0.02 -0.15 0.00 -0.304
C 29.2370 32.1153 16.7250 0.19 0.01 0.46 0.142
C 29.5549 32.9820 17.9312 -0.10 0.22 -0.63 -1.288
C 26.8740 31.5134 14.3881 0.13 0.36 0.66 -1.119
H 29.5043 32.6351 15.8009 -0.22 -0.02 -0.08 0.297
H 29.7730 31.1695 16.7587 0.05 0.01 -0.04 0.114
H 30.5148 33.4708 17.7563 0.14 -0.19 0.23 0.404
H 29.5597 32.4021 18.8491 0.00 0.07 0.07 0.254
H 28.8188 33.7850 17.9863 -0.06 -0.08 0.18 0.338
H 26.5888 30.8064 13.6174 0.08 -0.01 -0.06 0.345
H 27.7567 32.1059 14.1548 0.03 -0.17 -0.39 0.312
H 26.0695 32.2003 14.6425 -0.14 -0.12 -0.12 0.391
C 28.2749 22.8980 24.7420 -0.16 0.17 0.10 -0.308
C 29.1216 24.0002 24.7423 0.36 -0.40 0.11 -0.402
C 28.9733 24.9954 23.7938 -0.41 0.20 0.10 -0.735
C 27.9301 24.9129 22.8815 0.38 -0.13 -0.49 -0.083
C 27.1180 23.7877 22.8369 -0.03 0.03 -0.08 0.100
C 27.2580 22.8011 23.8017 0.08 -0.02 0.16 -0.685
H 28.4082 22.1126 25.4759 -0.02 0.04 0.04 0.372
H 29.9258 24.0419 25.4684 0.00 0.07 -0.03 0.342
H 29.6419 25.8461 23.7573 0.00 0.02 0.11 0.450
H 27.8263 25.6886 22.1326 -0.01 -0.06 -0.04 0.145
H 26.4381 23.6443 22.0052 -0.23 0.19 0.16 0.434
H 26.5709 21.9655 23.8466 0.11 -0.10 -0.23 0.380
```
Forces are in eV/Å.

Summary:
Spin multiplicity = 1
Energy above the lowest of the compared OMol25 structures with the same formula, charge and spin = 0.0 kcal/mol
Total charge = -1

***

[2]
The following is a DFT calculation (wB97M-V/def2-TZVPD) of a 3-piece molecular cluster, C27H58N2O2PS5 overall in a non-equilibrium geometry.

The geometry in XYZ format:
```
95
Properties=species:S:1:pos:R:3:forces:R:3:mulliken_charge:R:1
C 1.5696 3.3543 -0.6724 0.07 -0.02 -0.21 -0.478
C 2.0908 2.8407 -2.0203 -0.11 -0.30 -0.18 -0.861
C 1.1673 1.7950 -2.6752 0.30 0.68 -0.28 -0.668
C -0.2848 2.2665 -2.8217 -0.23 -0.50 -0.20 0.491
C -1.3208 1.1174 -2.9423 -0.22 1.07 -0.24 -0.773
C -2.2407 0.9832 -1.7239 0.23 -0.59 0.25 -1.537
C -1.6197 0.3263 -0.4662 0.00 -0.27 -0.48 1.849
C -0.6755 -0.8580 -0.7616 -0.66 0.10 0.73 -0.164
C -0.7251 -1.9427 0.3255 0.40 0.22 -0.58 0.470
C 0.1619 -3.1652 -0.0504 -0.84 -0.05 1.05 -0.393
C 1.1279 -3.5522 1.0996 -0.09 -0.47 -0.47 -0.441
C 2.6353 -3.4240 0.8090 -0.02 -0.50 -0.56 -1.104
C 3.0454 -2.3174 -0.1581 0.32 0.71 0.75 -1.592
C 2.8437 -0.8634 0.3730 0.52 0.02 -1.31 2.220
C 4.0767 -0.2474 1.0739 -0.46 -0.56 0.18 -1.410
P 3.9151 0.4605 2.8611 0.60 2.15 -1.39 0.125
C 4.9750 1.9884 2.3311 0.81 -0.53 0.12 -1.615
S 2.8031 -1.3172 3.6741 -0.20 -1.28 0.77 -0.366
C 2.3041 1.4984 2.4298 0.06 -0.07 0.65 -0.531
C 1.0557 1.1818 3.2490 -0.80 1.48 -0.50 0.508
C 0.1060 2.4093 3.1325 0.62 -0.99 -0.45 -0.549
S -1.4301 2.2852 4.1256 -0.42 0.41 0.06 -0.281
C -1.9975 0.5964 3.9438 0.25 -0.22 -0.08 0.362
S -1.4032 -0.5823 4.8733 0.00 -0.02 0.02 -0.211
N -3.0065 0.3441 2.9868 1.61 0.91 0.99 0.212
C -3.4324 -0.8943 2.6107 -0.99 -0.84 -0.60 -0.410
C -4.4303 -0.6872 1.7133 0.69 0.17 0.70 -0.589
N -4.5852 0.6641 1.5409 -1.59 0.55 -1.39 -0.663
C -3.7344 1.2842 2.2796 0.03 -1.05 0.08 -0.071
H 0.9586 2.5779 -0.2016 0.17 0.07 0.11 -0.378
H 2.3977 3.6090 -0.0086 -0.14 -0.02 0.07 0.349
H 0.9312 4.2364 -0.7752 0.06 -0.04 -0.06 0.412
H 2.2426 3.6547 -2.7401 -0.07 0.10 0.19 0.413
H 3.0766 2.3795 -1.8994 -0.06 0.04 0.13 0.395
H 1.2647 0.8277 -2.1758 -0.18 0.15 0.18 0.071
H 1.5555 1.6600 -3.6930 -0.06 -0.33 0.10 0.478
H -0.3411 2.8452 -3.7510 0.04 0.03 0.29 -0.386
H -0.6193 2.9220 -2.0095 0.28 -0.05 0.06 0.278
H -0.8192 0.1879 -3.2190 -0.08 -0.05 0.20 0.376
H -1.9641 1.3723 -3.7919 0.06 -0.14 0.00 0.406
H -2.6360 1.9571 -1.4114 0.05 0.04 -0.29 0.470
H -3.1152 0.3986 -2.0367 0.08 -0.07 0.14 0.334
H -1.0830 1.0816 0.1206 -0.07 -0.07 0.07 -0.236
H -2.4499 -0.0597 0.1317 0.11 0.24 0.14 -0.823
H 0.3505 -0.4842 -0.7791 -0.01 -0.22 -0.49 -0.674
H -0.9650 -1.3221 -1.7089 0.28 0.07 -0.06 0.350
H -0.4064 -1.4811 1.2705 0.05 -0.14 -0.02 -0.567
H -1.7555 -2.2843 0.4857 0.02 0.16 -0.09 0.648
H -0.5412 -3.9953 -0.1627 0.37 0.19 -0.24 -0.181
H 0.6338 -3.0311 -1.0244 0.18 0.13 0.18 0.637
H 0.8121 -3.0194 1.9989 0.25 0.08 -0.04 0.406
H 0.9408 -4.6132 1.3230 0.11 0.09 0.11 0.245
H 2.9568 -4.3775 0.3602 -0.07 0.10 -0.03 0.443
H 3.2161 -3.3480 1.7306 -0.19 0.22 0.05 0.266
H 2.5781 -2.3855 -1.1446 -0.17 -0.32 0.19 0.475
H 4.1202 -2.4360 -0.3396 -0.06 0.03 -0.07 0.632
H 1.8919 -0.7457 0.9004 0.20 -0.14 0.31 -0.791
H 2.7131 -0.2901 -0.5608 -0.20 0.16 0.25 -0.678
H 4.4676 0.5605 0.4477 -0.15 0.04 0.07 0.465
H 4.8838 -0.9911 1.1034 -0.11 -0.02 0.21 0.351
H 3.8205 1.0328 4.1950 -0.24 -0.25 0.18 0.185
H 5.1344 -0.2530 3.2354 -0.20 -0.10 0.22 0.067
H 5.2909 2.5468 3.2217 -0.27 0.16 -0.12 0.380
H 5.9038 1.6096 1.8795 -0.10 0.06 -0.02 0.401
H 4.5033 2.6364 1.5866 -0.05 0.05 0.17 0.452
H 1.6938 -1.5942 2.9728 0.14 0.27 -0.08 -0.150
H 2.5967 2.5096 2.7487 0.17 -0.11 -0.05 0.691
H 2.1203 1.5833 1.3524 -0.13 -0.32 0.13 -0.578
H 0.4751 0.3369 2.8775 0.38 -0.28 0.20 -0.509
H 1.2843 1.1051 4.3134 0.16 -0.59 -0.11 0.467
H 0.6326 3.2849 3.5173 -0.32 0.07 0.15 0.577
H -0.1076 2.5772 2.0732 -0.30 0.11 0.14 0.018
H -3.0705 -1.8509 2.9352 0.44 0.31 0.41 0.485
H -4.9960 -1.4670 1.2311 -0.17 0.30 -0.25 0.399
H -3.6077 2.3491 2.3537 0.17 -0.06 0.16 0.447
C -2.1968 -5.7395 2.3353 -0.06 0.08 0.10 -0.786
S -1.8437 -6.6887 0.8505 0.11 -0.08 0.11 0.441
O -1.6466 -5.7137 -0.2501 -0.28 -0.25 -0.08 -0.591
C -3.4954 -7.3794 0.6635 -0.16 0.01 0.03 -1.003
H -1.2961 -5.1898 2.6055 0.03 -0.03 -0.07 0.209
H -3.0087 -5.0379 2.1400 0.01 -0.02 -0.07 0.198
H -2.4669 -6.4175 3.1455 0.03 -0.02 -0.02 0.462
H -4.2246 -6.5731 0.5780 0.05 0.04 -0.01 0.311
H -3.7255 -8.0093 1.5234 0.03 0.00 0.00 0.376
H -3.5095 -7.9821 -0.2425 0.08 0.02 0.00 0.336
C -2.2962 4.7119 -7.4974 -0.14 0.08 -0.06 -0.991
S -1.2979 4.3376 -6.0481 0.14 0.12 -0.03 0.451
O -1.4083 2.8783 -5.8150 -0.15 -0.06 -0.16 -0.560
C -2.3666 5.1544 -4.8551 -0.15 0.05 0.05 -0.907
H -1.8218 4.2512 -8.3616 0.06 -0.03 0.06 0.334
H -3.2993 4.3041 -7.3697 0.03 -0.04 0.06 0.307
H -2.3413 5.7921 -7.6397 0.03 0.00 0.01 0.381
H -3.3649 4.7173 -4.8943 0.03 -0.05 -0.03 0.304
H -2.4101 6.2212 -5.0769 0.04 -0.01 -0.01 0.413
H -1.9411 5.0055 -3.8641 0.06 -0.06 -0.04 0.264
```
Forces are in eV/Å.

Summary:
Spin multiplicity = 1
Total energy = -3655.69342 Ha
Total charge = -1